# 1
3 unconnected molecules or ions with the total composition C4H11N2O in a non-equilibrium geometry, computed with ωB97M-V with the def2-TZVPD basis set.

Geometry (Å):
O (-2.307, 0.063, 0.974)
N (-0.414, 1.894, 0.581)
N (2.198, -1.159, 0.791)
C (-4.008, -0.708, -0.602)
C (-3.206, -0.187, 0.265)
C (0.557, 1.622, -0.256)
C (0.550, 0.259, -0.692)
H (-0.333, 2.726, 1.122)
H (1.381, 2.282, -0.474)
H (-1.152, 1.020, 0.842)
H (1.727, -2.006, 1.072)
H (-5.043, -0.649, -0.514)
H (3.073, -1.629, 0.501)
H (0.673, 0.190, -1.732)
H (1.390, -0.238, -0.386)
H (-0.215, -0.263, -0.301)
H (2.476, -0.524, 1.543)
H (-3.415, -1.150, -1.419)

Summary:
2S+1	1
LUMO level	-3.80	eV
HOMO-LUMO gap	9.66	eV
calculated total energy	-343.42013	Ha
ΔE to the lowest compared entry with this formula, charge and spin	378.1	kJ/mol
charge	+1


# 2
2 unconnected molecules or ions with the total composition C11H16FN2O3P in a non-equilibrium geometry, computed with ωB97M-V with the def2-TZVPD basis set.

Geometry (Å):
P (0.415, -1.846, 2.691)
F (1.724, -0.880, 0.555)
O (0.199, -3.342, 2.162)
O (-1.016, -1.257, 2.253)
O (0.710, -1.757, 4.136)
N (-0.903, 1.754, -1.525)
N (3.877, 0.133, 2.718)
C (-1.827, 3.032, -3.760)
C (-1.043, -4.046, 1.870)
C (-0.656, -5.499, 1.690)
C (-0.570, 3.335, -3.237)
C (-2.560, 1.974, -3.202)
C (-0.110, 2.629, -2.129)
C (2.998, -0.533, 2.379)
C (-2.933, 0.306, 1.900)
C (-2.018, 1.298, -2.085)
C (-1.581, 0.059, 2.511)
C (1.997, -1.433, 1.768)
H (-1.541, -3.656, 0.967)
H (-2.519, 0.388, -1.686)
H (-0.871, 0.750, 2.055)
H (-3.699, -0.430, 2.120)
H (-2.252, 3.593, -4.592)
H (-3.269, 1.263, 2.303)
H (-1.545, -6.120, 1.589)
H (-2.877, 0.402, 0.819)
H (-1.712, -3.909, 2.739)
H (0.901, 2.767, -1.751)
H (-1.636, 0.227, 3.598)
H (-0.018, -5.651, 0.812)
H (-0.140, -5.838, 2.589)
H (0.062, 4.095, -3.656)
H (2.490, -2.391, 1.590)
H (-3.528, 1.624, -3.577)

Summary:
2S+1	1
SMILES	CCOP(=O)(OCC)[C@@H](F)C#N.c1ccncc1
LUMO level	0.55	eV
HOMO-LUMO gap	10.17	eV
calculated total energy	-1205.21991	Ha


# 3
A single C2H3N5O molecule in a non-equilibrium geometry, computed with ωB97M-V with the def2-TZVPD basis set.

Geometry (Å):
O (0.138, 1.573, -0.038)
N (-2.061, 0.596, 0.019)
N (-1.493, -1.513, 0.013)
N (-0.394, -0.708, 0.025)
N (0.845, -1.341, -0.071)
N (-2.479, -0.697, -0.049)
C (1.805, -0.491, -0.009)
C (-0.728, 0.573, 0.023)
H (1.832, 0.544, 0.429)
H (-0.236, 2.448, -0.239)
H (2.771, -0.985, -0.104)

Summary:
2S+1	1
SMILES	C=Nn1nnnc1O
LUMO level	0.17	eV
HOMO-LUMO gap	10.68	eV
calculated total energy	-426.92120	Ha
ΔE to the lowest compared entry with this formula, charge and spin	358.2	kJ/mol


# 4
A molecular structure, C25H44CaN3P in a non-equilibrium geometry, computed with ωB97M-V with the def2-TZVPD basis set.

Geometry (Å):
Ca (-1.362, 0.140, -1.819)
P (0.073, 0.029, 1.620)
N (-0.511, 0.150, 0.163)
N (0.151, -1.753, -2.496)
N (0.550, 0.885, -3.168)
C (-2.382, -0.231, 2.859)
C (2.481, 0.753, 0.470)
C (-0.750, -2.630, 1.458)
C (0.401, -1.778, 2.016)
C (0.973, -3.993, -2.136)
C (1.508, -0.008, -3.535)
C (-2.019, 2.627, -1.913)
C (-4.287, -0.134, -1.599)
C (-4.429, 1.133, -2.443)
C (-0.020, -3.008, -2.034)
C (0.681, 2.176, -3.524)
C (-0.653, 1.019, 4.186)
C (2.378, -2.364, -3.204)
C (-1.201, 0.740, 2.782)
C (-1.724, 2.052, 2.169)
C (2.742, 1.759, -4.677)
C (2.189, -3.668, -2.742)
C (1.768, 2.661, -4.248)
C (2.599, 0.414, -4.331)
C (1.382, 2.483, 1.845)
C (1.672, 0.982, 1.759)
C (1.676, -2.232, 1.294)
C (1.342, -1.415, -3.070)
C (0.528, -2.056, 3.527)
C (2.512, 0.566, 2.978)
H (2.589, -1.773, 1.680)
H (-3.197, 0.279, 3.386)
H (-3.395, -0.185, -0.947)
H (-4.594, 2.000, -1.800)
H (3.312, -2.046, -3.664)
H (-4.376, -1.044, -2.206)
H (-0.129, 2.828, -3.208)
H (2.977, -4.412, -2.871)
H (1.809, 0.713, -0.391)
H (3.586, 2.095, -5.279)
H (0.845, -3.106, 3.638)
H (0.919, 2.783, 2.788)
H (3.170, 1.594, 0.327)
H (-2.752, 2.213, 2.508)
H (-1.734, 1.990, 1.076)
H (-1.514, 1.283, 4.813)
H (1.811, 3.722, -4.466)
H (-5.316, 1.075, -3.081)
H (2.976, -0.416, 2.857)
H (-2.079, 2.870, -2.986)
H (0.759, 2.811, 1.006)
H (3.328, 1.299, 3.068)
H (-5.116, -0.171, -0.883)
H (-2.164, -1.150, 3.408)
H (3.069, -0.167, 0.496)
H (-2.910, 3.034, -1.425)
H (-0.160, 0.162, 4.656)
H (-0.428, -1.954, 4.057)
H (-1.618, -2.660, 2.121)
H (-1.133, 2.921, 2.462)
H (-0.981, -3.237, -1.563)
H (0.782, -4.990, -1.743)
H (-1.065, -2.242, 0.485)
H (0.032, 1.871, 4.212)
H (-1.115, 3.066, -1.481)
H (1.781, -3.317, 1.427)
H (2.342, 3.011, 1.777)
H (1.279, -1.440, 4.035)
H (-0.387, -3.656, 1.314)
H (-2.749, -0.489, 1.860)
H (1.597, -2.037, 0.218)
H (3.298, -0.338, -4.691)
H (1.954, 0.585, 3.921)
H (-3.571, 1.326, -3.096)

Summary:
2S+1	1
LUMO level	-0.57	eV
HOMO-LUMO gap	5.32	eV
calculated total energy	-2162.19367	Ha
ΔE to the lowest compared entry with this formula, charge and spin	0.0	kJ/mol


# 5
A single C2H5NO2 molecule in a non-equilibrium geometry, computed with ωB97M-V with the def2-TZVPD basis set.

Geometry (Å):
O (0.264, -0.472, 1.283)
O (1.211, 1.396, 0.418)
N (-1.175, -1.072, -0.758)
C (0.521, 0.421, 0.298)
C (-0.397, 0.104, -0.949)
H (-0.928, -1.812, -1.468)
H (-1.052, 0.924, -1.143)
H (-0.335, -1.029, 0.739)
H (-2.205, -1.021, -0.648)
H (0.197, -0.091, -1.873)

Summary:
2S+1	1
SMILES	NCC(=O)O
LUMO level	0.55	eV
HOMO-LUMO gap	10.38	eV
calculated total energy	-284.44373	Ha
ΔE to the lowest compared entry with this formula, charge and spin	62.0	kJ/mol


# 6
6 unconnected molecules or ions with the total composition C9H23ClNO8S in a non-equilibrium geometry, computed with ωB97M-V with the def2-TZVPD basis set.

Geometry (Å):
Cl (16.480, -23.809, -6.197)
S (20.595, -27.700, -5.042)
O (17.589, -24.746, -6.407)
O (15.636, -20.724, -10.792)
O (18.747, -22.417, -3.340)
O (16.228, -23.480, -4.817)
O (16.639, -22.483, -6.748)
O (19.510, -28.587, -4.364)
O (20.764, -21.530, -5.000)
O (15.358, -24.467, -6.764)
N (13.997, -20.810, -6.208)
C (12.707, -19.005, -6.089)
C (13.051, -21.054, -5.271)
C (19.905, -21.214, -6.042)
C (20.342, -26.117, -4.081)
C (12.238, -19.935, -5.262)
C (19.967, -27.237, -6.689)
C (18.777, -23.237, -2.113)
C (16.210, -21.390, -9.646)
C (13.837, -19.515, -6.674)
H (20.915, -26.108, -3.154)
H (16.175, -22.479, -9.664)
H (14.470, -19.089, -7.438)
H (20.435, -26.288, -6.950)
H (17.241, -21.056, -9.522)
H (15.259, -19.863, -10.599)
H (14.670, -21.494, -6.523)
H (17.736, -23.285, -1.794)
H (19.152, -20.491, -5.729)
H (19.380, -22.128, -6.319)
H (18.052, -22.813, -3.871)
H (11.246, -19.930, -4.835)
H (12.206, -18.118, -6.448)
H (15.599, -21.029, -8.818)
H (20.702, -25.265, -4.658)
H (18.905, -26.991, -6.678)
H (20.237, -21.889, -4.282)
H (20.333, -20.906, -6.996)
H (19.276, -25.918, -3.967)
H (19.329, -22.764, -1.301)
H (20.051, -28.075, -7.381)
H (19.211, -24.223, -2.281)
H (12.925, -22.021, -4.806)

Summary:
2S+1	1
LUMO level	2.62	eV
HOMO-LUMO gap	8.23	eV
calculated total energy	-1871.48623	Ha
ΔE to the lowest compared entry with this formula, charge and spin	158.4	kJ/mol
charge	-1